(1)
ORCA calculation (wB97M-V/def2-TZVPD) on a molecular structure, C10H21AlF6NO15S5 in a non-equilibrium geometry.

Its charge is +1. Its spin multiplicity is 1. Its HOMO energy is -12.926 eV.

Structure (XYZ):
```
59
Properties=species:S:1:pos:R:3:nbo_charge:R:1
Al -0.75 1.87 0.58 2.241
C 2.70 2.56 2.31 0.843
F 3.62 3.31 2.88 -0.277
F 3.23 1.48 1.79 -0.295
F 1.84 2.26 3.27 -0.294
S 1.78 3.67 0.85 2.068
O 0.64 4.26 1.58 -0.894
O 2.75 4.62 0.31 -0.782
N 1.11 2.49 -0.18 -1.352
S 2.13 2.39 -1.34 2.235
O 1.99 3.47 -2.32 -0.858
O 3.45 2.01 -0.99 -0.876
C 1.38 0.86 -2.33 0.772
F 0.05 1.07 -2.52 -0.335
F 2.05 0.69 -3.54 -0.289
F 1.42 -0.30 -1.64 -0.328
O -0.82 0.03 -0.50 -1.251
H -0.22 -0.62 -0.91 0.492
O 1.98 -0.69 3.08 -0.823
S 1.16 -0.40 1.93 2.344
O 0.03 0.54 1.96 -1.018
O 2.07 -0.12 0.51 -0.724
C 3.22 -0.93 0.19 -0.085
C 4.31 -0.18 -0.55 -0.621
C 0.45 -1.97 1.24 -0.800
H 2.84 -1.69 -0.49 0.186
H 3.63 -1.46 1.06 0.213
H 5.10 -0.87 -0.83 0.237
H 4.74 0.72 -0.11 0.242
H 3.85 0.20 -1.46 0.212
H -0.22 -1.65 0.44 0.202
H -0.06 -2.48 2.05 0.257
H 1.24 -2.65 0.92 0.263
O -4.14 -0.62 1.67 -0.809
S -2.66 -0.53 1.46 2.289
O -2.03 0.82 1.37 -1.081
O -1.83 -1.35 2.68 -0.690
C -2.46 -2.47 3.31 -0.093
C -3.31 -2.06 4.61 -0.636
C -2.30 -1.56 -0.08 -0.692
H -1.77 -3.31 3.47 0.218
H -3.15 -2.91 2.59 0.196
H -4.29 -2.50 4.44 0.237
H -3.51 -0.99 4.60 0.228
H -2.82 -2.30 5.55 0.235
H -2.69 -1.09 -0.99 0.272
H -2.68 -2.57 0.05 0.249
H -1.23 -1.76 -0.08 0.198
C -1.71 1.30 -3.54 -0.118
C -1.44 0.03 -2.87 -0.088
O -1.72 -1.06 -3.75 -0.663
S -2.71 -0.48 -4.94 2.404
O -4.15 -0.89 -4.85 -0.837
O -1.90 -0.73 -6.19 -0.851
O -2.63 1.08 -4.54 -0.643
H -0.72 1.64 -3.85 0.202
H -2.09 2.07 -2.88 0.189
H -2.26 -0.09 -2.17 0.139
H -0.50 -0.16 -2.36 0.237
```

(2)
ORCA calculation (wB97M-V/def2-TZVPD) on a molecular structure, C10H21BClLiO7P in a non-equilibrium geometry.

Its charge is +1. Its spin multiplicity is 1. Its HOMO energy is -11.798 eV.

Structure (XYZ):
```
42
Properties=species:S:1:pos:R:3:nbo_charge:R:1
O -2.63 3.70 3.84 -0.508
C -2.12 4.12 2.79 0.624
O -2.69 3.97 1.49 -0.525
C -3.03 2.60 1.21 -0.106
C -2.17 1.97 -0.06 -0.459
C -0.67 2.48 0.13 -0.426
C 0.42 1.82 -0.83 -0.446
C -0.11 0.87 -1.99 -0.237
O -0.73 -0.37 -1.52 -0.583
C 0.30 -1.35 -1.19 -0.106
C -0.38 -2.47 -0.25 -0.086
O 0.30 -3.74 -0.27 -0.523
C 1.72 -3.60 -0.07 -0.077
C 2.14 -2.74 1.24 -0.833
B 3.51 -3.45 1.82 1.147
O 4.81 -2.92 1.45 -0.885
O 3.48 -4.63 2.65 -0.882
P -1.19 1.77 -3.30 1.054
O -0.15 2.80 -4.22 -0.940
Cl -1.86 0.15 -4.53 -0.288
H -1.14 4.69 2.87 0.177
H -2.77 1.91 2.11 0.191
H -4.17 2.44 1.02 0.141
H -2.32 0.82 0.01 0.133
H -2.63 2.44 -0.99 0.265
H -0.37 2.22 1.21 0.216
H -0.60 3.62 0.03 0.255
H 1.03 2.66 -1.34 0.224
H 1.20 1.27 -0.17 0.242
H 0.82 0.52 -2.58 0.218
H 0.74 -1.77 -2.16 0.207
H 1.11 -0.84 -0.58 0.177
H -0.56 -2.06 0.81 0.164
H -1.43 -2.66 -0.69 0.201
H 2.13 -4.66 0.12 0.200
H 2.29 -3.23 -1.00 0.181
H 1.33 -2.72 2.05 0.247
H 2.43 -1.67 0.94 0.214
H 4.66 -2.57 0.54 0.482
H 2.67 -5.11 2.37 0.487
H 0.52 3.11 -3.55 0.488
Li -3.89 0.59 0.61 0.976
```

(3)
ORCA calculation (wB97M-V/def2-TZVPD) on a molecular structure, C10H21BeN4O6PSSbSe4 in a non-equilibrium geometry.

The energy above the lowest of the compared OMol25 structures with the same formula, charge and spin comes out at 26.1 kcal per mole. Its charge is +1. Its spin multiplicity is 1. Its HOMO energy is -10.000 eV.

Structure (XYZ):
```
49
Properties=species:S:1:pos:R:3:nbo_charge:R:1
Be 1.17 -0.73 0.02 1.601
N 0.63 -1.93 -1.37 -0.937
C -0.81 -1.92 -1.39 0.271
C -1.50 -2.71 -0.49 -0.261
C -2.86 -2.52 -0.31 -0.134
C -3.49 -1.54 -1.06 -0.385
C -2.82 -0.78 -2.00 -0.135
C -1.46 -0.98 -2.17 -0.275
S -5.18 -1.17 -0.77 2.392
O -5.80 -0.74 -1.97 -0.887
O -5.06 0.12 0.19 -0.894
O -5.77 -2.20 0.03 -0.926
H 1.01 -1.65 -2.27 0.401
H 0.99 -2.85 -1.13 0.410
H -0.96 -3.41 0.13 0.224
H -3.42 -3.09 0.41 0.256
H -3.36 -0.03 -2.56 0.250
H -0.90 -0.36 -2.86 0.207
Se -2.26 0.69 4.73 -0.527
Sb -3.03 1.16 2.55 1.064
Se -4.97 -0.38 1.93 0.422
Se -2.52 3.30 1.57 -0.630
Se -0.49 -0.04 1.18 -1.254
N 3.27 3.00 -2.88 -0.712
C 1.87 2.65 -2.48 -0.603
P 2.08 2.03 -0.72 2.164
O 3.45 2.55 -0.40 -1.108
O 1.88 0.52 -0.71 -1.255
C 0.78 3.01 0.16 -0.606
N 0.57 2.66 1.58 -0.793
H 3.77 2.98 -1.91 0.485
H 3.36 3.91 -3.33 0.437
H 3.70 2.30 -3.46 0.434
H 1.43 1.91 -3.14 0.251
H 1.24 3.55 -2.50 0.249
H -0.18 2.87 -0.34 0.278
H 1.09 4.05 0.08 0.246
H -0.21 3.21 1.96 0.457
H 1.41 2.75 2.15 0.418
H 0.21 1.63 1.59 0.398
C 3.45 -3.09 2.30 -0.710
C 2.35 -2.11 1.99 0.725
N 1.57 -1.73 2.97 -0.771
O 2.21 -1.69 0.82 -0.847
H 3.01 -4.02 2.67 0.250
H 4.09 -2.69 3.09 0.251
H 4.04 -3.29 1.42 0.248
H 1.69 -2.07 3.91 0.412
H 0.76 -1.12 2.77 0.453
```

(4)
ORCA calculation (wB97M-V/def2-TZVPD) on a molecular structure, C10H21MoN3O5 in a non-equilibrium geometry.

The energy above the lowest of the compared OMol25 structures with the same formula, charge and spin comes out at 70.8 kcal per mole. Its charge is +4. Its spin multiplicity is 1. Its HOMO energy is -24.936 eV.

Structure (XYZ):
```
40
Properties=species:S:1:pos:R:3:mulliken_charge:R:1
Mo 0.24 0.41 0.40 1.882
O 1.68 0.96 1.72 -0.366
C 3.09 1.12 1.17 -0.413
C 2.97 1.85 -0.14 -0.756
N 2.04 1.14 -1.11 0.161
C 2.71 0.03 -1.85 -0.431
C 2.42 -1.38 -1.45 0.330
O 2.63 -2.47 -1.53 0.002
O 0.90 -1.03 -0.18 -0.655
C 1.58 2.11 -2.14 -0.297
C 0.45 3.02 -1.75 0.204
O -0.16 3.94 -1.91 0.001
O -0.27 1.90 -0.27 -0.816
H 1.62 1.23 2.65 0.318
H 3.49 0.11 1.12 0.278
H 3.64 1.71 1.90 0.503
H 3.96 1.98 -0.58 0.513
H 2.56 2.84 0.04 0.375
H 3.80 0.10 -1.83 0.447
H 2.42 0.02 -2.91 0.550
H 1.19 1.61 -3.03 0.491
H 2.37 2.80 -2.47 0.480
C -2.56 -1.64 -1.01 -1.383
C -2.67 -1.53 0.49 1.378
C -4.05 -1.12 0.96 -1.559
C -2.06 -2.66 1.27 -1.863
N -1.74 -0.12 0.90 -0.190
N -1.00 -0.04 2.08 -0.195
H -2.83 -2.67 -1.26 0.430
H -1.55 -1.50 -1.38 0.327
H -3.26 -0.98 -1.52 0.401
H -4.74 -1.89 0.60 0.441
H -4.39 -0.18 0.52 0.490
H -4.15 -1.09 2.05 0.417
H -2.69 -3.54 1.08 0.468
H -2.11 -2.53 2.35 0.644
H -1.05 -2.93 0.93 0.345
H -2.34 0.71 0.78 0.389
H -0.90 -0.97 2.52 0.331
H -1.27 0.68 2.75 0.328
```

(5)
ORCA calculation (wB97M-V/def2-TZVPD) on a molecular structure, C10H21N2Si in a non-equilibrium geometry.

The energy above the lowest of the compared OMol25 structures with the same formula, charge and spin comes out at 38.0 kcal per mole. Its charge is +1. Its spin multiplicity is 1. Its HOMO energy is -11.158 eV.

Structure (XYZ):
```
34
Properties=species:S:1:pos:R:3:nbo_charge:R:1
C 0.72 -0.94 0.03 0.387
C 1.87 -1.15 0.92 -0.487
C 2.52 -2.50 0.36 -0.396
C 1.94 -2.72 -1.03 -0.427
C 0.49 -2.22 -0.73 -0.109
C -2.16 3.90 0.97 -0.625
C -1.09 -2.97 -2.59 -0.385
C -1.64 2.57 1.57 -0.348
C -0.11 2.71 2.03 -0.571
C 0.52 2.72 0.75 0.247
N -0.54 -2.00 -1.72 -0.810
N 0.11 0.10 -0.29 -0.863
Si -1.02 -0.25 -1.56 1.448
H 2.71 -0.39 0.94 0.230
H 1.41 -1.12 1.88 0.237
H 3.61 -2.26 0.53 0.232
H 2.21 -3.16 1.22 0.229
H 2.36 -2.24 -1.85 0.224
H 2.09 -3.70 -1.26 0.233
H -0.05 -2.85 0.07 0.205
H -1.79 4.27 0.09 0.213
H -3.18 3.63 0.81 0.243
H -2.10 4.57 1.77 0.217
H -2.20 -3.27 -2.30 0.177
H -1.09 -2.50 -3.51 0.197
H -0.40 -3.79 -2.48 0.206
H -2.25 2.06 2.43 0.261
H -1.63 1.84 0.83 0.211
H -0.03 3.67 2.53 0.317
H 0.23 2.19 2.80 0.259
H 1.43 2.22 0.52 0.222
H 0.04 3.22 -0.06 0.202
H -0.66 0.34 -2.81 -0.184
H -2.33 0.05 -0.85 -0.194
```

(6)
ORCA calculation (wB97M-V/def2-TZVPD) on a molecular structure, C10H21N3PRe in a non-equilibrium geometry.

The energy above the lowest of the compared OMol25 structures with the same formula, charge and spin comes out at 0.0 kcal per mole. Its charge is +1. Its spin multiplicity is 4. Its HOMO energy (spin up / spin down) is -9.663 / -10.767 eV.

Structure (XYZ):
```
36
Properties=species:S:1:pos:R:3:lowdin_spin:R:1
C 1.35 -0.34 -1.46 0.046
C 0.10 0.05 -2.30 0.098
C -0.73 -1.11 -2.34 0.095
C -0.24 -2.11 -1.47 0.036
C 0.99 -1.61 -0.85 0.079
Re -0.15 0.17 -0.28 2.139
P -0.27 2.35 0.50 0.192
H 2.35 0.03 -1.54 0.011
H 0.18 0.83 -3.10 0.017
H -1.56 -1.20 -3.04 0.009
H 1.76 -2.15 -0.29 0.006
H -0.76 -3.06 -1.34 0.002
H -1.38 2.67 1.34 0.036
H -0.39 3.43 -0.42 0.019
H 0.74 2.88 1.30 0.008
C 1.87 -0.56 3.91 0.002
N 0.41 -0.62 3.97 0.012
C -0.14 -1.03 5.25 0.001
C -0.35 -0.53 2.86 0.024
N 0.30 -0.52 1.69 0.071
N -1.71 -0.47 2.92 0.010
C -2.43 0.13 4.05 0.001
C -2.48 -0.64 1.68 0.038
H 2.19 -0.49 4.96 0.000
H 2.22 0.33 3.38 0.000
H 2.32 -1.45 3.44 0.001
H -0.57 -0.15 5.78 0.000
H -0.86 -1.87 5.12 0.000
H 0.75 -1.39 5.79 0.000
H 1.31 -0.66 1.81 0.008
H -3.44 0.36 3.70 0.000
H -2.49 -0.52 4.93 0.000
H -2.01 1.10 4.34 0.000
H -2.40 0.20 0.98 0.029
H -2.17 -1.53 1.14 0.003
H -3.53 -0.72 1.99 0.002
```

no.,total energy (eV)
1,-119968.109
2,-47728.175
3,-317404.063
4,-27224.976
5,-21557.263
6,-26589.620